# 1
Here is 2 unconnected molecules or ions with the total composition C3H13N2O at a distorted geometry from the Open Molecules 2025 dataset. Energies are from the ωB97M-V functional and the def2-TZVPD basis.

Atoms and positions in Å:
N  -0.5053  -0.6976  -1.6384
C  -0.4653  -1.5429  -0.3915
C  0.6400  -1.0973  0.6009
N  0.9164  0.3173  0.4327
C  1.1625  1.0246  1.6919
H  -1.3946  -0.1957  -1.6824
H  0.2033  0.0273  -1.4723
H  -0.2649  -1.2219  -2.4831
H  -1.4299  -1.4912  0.0897
H  -0.3617  -2.5872  -0.6606
H  0.1485  -1.3366  1.5357
H  1.4976  -1.7546  0.5269
H  1.7986  0.4211  -0.0589
H  1.1856  2.1066  1.5424
H  2.1163  0.7869  2.1546
H  0.4129  0.8434  2.4552
H  -1.2945  2.6419  -0.9202
H  -2.5164  1.8575  -0.5122
O  -1.8491  1.8983  -1.2104

Results
Relative energy (zero: lowest compared OMol25 entry of this formula, charge and spin) in kcal per mole: 24.67
Spin multiplicity: 1
Total charge: +1
Kohn-Sham gap in eV: 10.5
E_LUMO in eV: -3.163



# 2
Here is 7 unconnected molecules or ions with the total composition C38H45NO2P from the Open Molecules 2025 dataset. Energies are from the ωB97M-V functional and the def2-TZVPD basis.

Atoms and positions in Å:
N  3.2791  -3.1501  2.3985
P  2.9230  -1.6062  1.5263
O  4.0119  -2.0607  0.1507
C  3.6404  -1.2707  -0.9274
C  3.5820  0.1098  -0.3452
O  2.6835  -0.0133  0.7281
H  2.8440  -3.8888  1.8498
H  4.2719  -3.3052  2.2383
H  3.9849  -0.9877  2.2692
H  1.9051  -1.2340  2.4734
H  1.8711  -2.2292  0.7283
H  2.6118  -1.5062  -1.2518
H  4.3035  -1.3853  -1.7866
H  4.5767  0.3092  0.0757
H  3.3052  0.9012  -1.0463
C  -0.8774  -0.9968  1.5185
C  -1.1242  -1.2681  2.8550
C  -2.3108  -1.8808  3.2300
C  -3.2541  -2.2277  2.2721
C  -3.0036  -1.9665  0.9314
C  -1.8139  -1.3535  0.5580
H  0.0593  -0.5348  1.2263
H  -0.3811  -1.0093  3.5982
H  -2.4993  -2.0910  4.2758
H  -4.1758  -2.7136  2.5687
H  -3.7283  -2.2504  0.1782
H  -1.6166  -1.1461  -0.4858
C  -0.7043  2.3783  0.0652
C  0.6175  2.2590  -0.3456
C  1.0893  3.0844  -1.3597
C  0.2518  4.0172  -1.9573
C  -1.0689  4.1276  -1.5464
C  -1.5456  3.3051  -0.5355
H  -1.0816  1.7385  0.8519
H  1.2764  1.5232  0.1130
H  2.1189  2.9955  -1.6855
H  0.6278  4.6577  -2.7464
H  -1.7256  4.8525  -2.0116
H  -2.5770  3.3855  -0.2164
C  0.2452  -3.4240  6.8545
C  0.0237  -3.7086  8.1947
C  -1.1520  -4.3325  8.5888
C  -2.1057  -4.6760  7.6411
C  -1.8833  -4.3929  6.3005
C  -0.7101  -3.7646  5.9079
H  1.1609  -2.9391  6.5423
H  0.7699  -3.4447  8.9333
H  -1.3251  -4.5513  9.6351
H  -3.0219  -5.1654  7.9473
H  -2.6248  -4.6616  5.5585
H  -0.5345  -3.5418  4.8635
C  3.7769  -0.8025  -4.8952
C  3.8538  0.5003  -5.3655
C  4.9272  0.8942  -6.1523
C  5.9237  -0.0166  -6.4729
C  5.8474  -1.3198  -6.0026
C  4.7757  -1.7115  -5.2125
H  2.9413  -1.1078  -4.2770
H  3.0753  1.2077  -5.1151
H  4.9886  1.9132  -6.5137
H  6.7617  0.2902  -7.0864
H  6.6260  -2.0305  -6.2493
H  4.7192  -2.7253  -4.8382
C  -4.6865  6.4983  1.4913
C  -6.0014  6.8035  1.1696
C  -6.8757  5.7939  0.7933
C  -6.4358  4.4788  0.7429
C  -5.1215  4.1735  1.0661
C  -4.2457  5.1837  1.4379
H  -4.0031  7.2853  1.7827
H  -6.3450  7.8292  1.2119
H  -7.9005  6.0321  0.5385
H  -7.1176  3.6903  0.4515
H  -4.7792  3.1471  1.0284
H  -3.2192  4.9456  1.6846
C  -0.5141  -1.5393  -3.2334
C  -0.8957  -2.0374  -4.4712
C  -0.6043  -1.3231  -5.6253
C  0.0667  -0.1118  -5.5384
C  0.4459  0.3844  -4.2985
C  0.1592  -0.3308  -3.1455
H  -0.7318  -2.0981  -2.3328
H  -1.4182  -2.9834  -4.5366
H  -0.9013  -1.7097  -6.5922
H  0.2956  0.4453  -6.4387
H  0.9659  1.3309  -4.2257
H  0.4572  0.0542  -2.1804

Results
Spin multiplicity: 1
Total charge: -1
Kohn-Sham gap in eV: 6.8
E_LUMO in eV: 2.414



# 3
Here is a single CH3IN2O2 molecule at a distorted geometry from the Open Molecules 2025 dataset. Energies are from the ωB97M-V functional and the def2-TZVPD basis.

Atoms and positions in Å:
C  -0.9817  -0.7717  -0.1469
N  0.9761  1.6745  0.3681
N  1.0241  0.3942  0.0458
O  0.1001  2.3485  -0.0766
O  -0.0384  -0.0092  -0.8387
I  2.6199  -0.6752  0.5069
H  -0.7423  -1.8572  -0.0733
H  -1.9505  -0.7448  -0.6384
H  -1.0072  -0.3591  0.8531

Results
SMILES: CON(I)N=O
Relative energy (zero: lowest compared OMol25 entry of this formula, charge and spin) in kcal per mole: 98.52
Spin multiplicity: 1
Total charge: 0
Kohn-Sham gap in eV: 8.7
E_LUMO in eV: -0.797



# 4
Here is a molecular structure, C26H41MnO6PS from the Open Molecules 2025 dataset. Energies are from the ωB97M-V functional and the def2-TZVPD basis.

Atoms and positions in Å:
Mn  1.7521  -0.8851  -1.1974
O  2.4412  -0.5952  3.0423
C  2.6842  -0.7561  1.8382
O  2.0757  -0.1873  0.8700
C  3.8694  -1.6606  1.4686
C  4.7680  -0.9567  0.4416
C  6.1126  -1.6943  0.3001
C  5.7092  -2.9089  -0.5860
C  4.1952  -2.7026  -0.6863
O  4.1257  -1.2634  -0.8036
C  3.5539  -2.9889  0.6920
C  2.0781  -3.3908  0.6242
O  1.6875  -4.2606  1.4145
O  1.3714  -2.7942  -0.2543
H  4.3980  -1.8664  2.3952
H  4.8360  0.1209  0.5612
H  6.8539  -1.0652  -0.1942
H  6.5063  -1.9892  1.2757
H  6.1588  -2.8425  -1.5768
H  5.9677  -3.8717  -0.1423
H  3.6961  -3.1479  -1.5407
H  4.0601  -3.8212  1.1763
S  1.6026  -0.9860  -3.4281
O  0.2310  0.9780  -0.8085
P  -1.2376  0.9775  -0.5320
C  -1.9607  -0.6555  -0.1980
C  -1.8294  -1.5903  -1.4284
C  -1.9767  -3.0793  -1.0402
C  -2.7520  -3.2480  0.2630
C  -1.9753  -2.6198  1.4269
C  -1.2825  -1.3030  1.0240
C  -1.5673  2.0131  0.9303
C  -2.9428  1.7962  1.5668
C  -3.1247  2.7416  2.7564
C  -1.9981  2.5805  3.8131
C  -0.9185  1.5865  3.3702
C  -0.4029  1.9002  1.9684
C  -2.2602  1.6515  -1.8960
C  -2.4718  3.1742  -1.8538
C  -1.1692  3.9370  -2.1152
C  -0.6410  3.5886  -3.5084
C  -0.4239  2.0813  -3.6497
C  -1.6676  1.2688  -3.2775
H  -3.0231  -0.4900  0.0214
H  -0.8587  -1.4519  -1.9044
H  -2.5801  -1.3202  -2.1766
H  -0.9804  -3.5119  -0.9231
H  -2.4747  -3.6173  -1.8508
H  -2.9400  -4.3061  0.4677
H  -3.7370  -2.7705  0.1649
H  -1.2008  -3.3173  1.7578
H  -2.6505  -2.4520  2.2737
H  -0.2500  -1.5125  0.7726
H  -1.2438  -0.6259  1.8772
H  -1.5510  3.0296  0.5289
H  -3.0465  0.7587  1.8974
H  -3.7355  1.9690  0.8312
H  -4.1042  2.5769  3.2146
H  -3.1321  3.7673  2.3729
H  -2.4235  2.2594  4.7681
H  -1.5271  3.5514  3.9967
H  -1.3214  0.5708  3.4048
H  -0.0814  1.5963  4.0700
H  0.3476  1.1678  1.6587
H  0.1232  2.8592  2.0046
H  -3.2281  1.1532  -1.7617
H  -2.9430  3.4882  -0.9194
H  -3.1783  3.4271  -2.6557
H  -0.4140  3.6440  -1.3767
H  -1.3314  5.0141  -2.0101
H  0.2961  4.1182  -3.7057
H  -1.3715  3.9384  -4.2534
H  0.4101  1.7422  -3.0308
H  -0.1373  1.8260  -4.6723
H  -1.3868  0.2168  -3.3217
H  -2.4575  1.4361  -4.0228

Results
Spin multiplicity: 6
Total charge: -2
Kohn-Sham gap (alpha / beta) in eV: 4.0 / 4.3
E_LUMO (alpha / beta) in eV: 4.413 / 4.412



# 5
Here is a single C4H4N2 molecule at a distorted geometry from the Open Molecules 2025 dataset. Energies are from the ωB97M-V functional and the def2-TZVPD basis.

Atoms and positions in Å:
C  1.1385  0.6076  -0.1022
C  1.1351  -0.7770  -0.1088
N  -0.0388  -1.4287  -0.1536
C  -1.1025  -0.6368  -0.0247
C  -1.0582  0.7459  -0.2547
N  0.0906  1.3510  -0.4882
H  1.6742  1.1364  0.6724
H  2.0404  -1.3415  0.1327
H  -2.0374  -1.0971  0.2690
H  -1.8420  1.4403  0.0581

Results
SMILES: c1cnccn1
Relative energy (zero: lowest compared OMol25 entry of this formula, charge and spin) in kcal per mole: 42.95
Spin multiplicity: 1
Total charge: 0
Kohn-Sham gap in eV: 9.1
E_LUMO in eV: -0.150



# 6
Here is 10 unconnected molecules or ions with the total composition C48H125N9O15 at a distorted geometry from the Open Molecules 2025 dataset. Energies are from the ωB97M-V functional and the def2-TZVPD basis.

Atoms and positions in Å:
C  4.3675  0.1407  -2.3632
C  3.0549  0.6408  -2.8871
O  3.2335  1.2451  -4.1777
H  4.9957  0.9972  -2.1143
H  4.8906  -0.5049  -3.0662
H  4.2092  -0.4133  -1.4335
H  2.6485  1.4275  -2.2425
H  2.2640  -0.1139  -2.9837
H  2.4806  1.8443  -4.2964
C  0.6179  -4.4536  0.6910
O  -0.7178  -4.0652  0.4495
C  -1.3184  -4.8482  -0.5603
C  -2.7418  -4.3753  -0.7200
N  -3.5056  -5.2880  -1.5545
C  -4.7931  -4.7208  -1.9681
C  -5.4328  -5.5555  -3.0488
O  -5.9975  -6.7022  -2.4663
C  -6.5280  -7.5861  -3.4266
H  0.6728  -5.4971  1.0264
H  1.0384  -3.8275  1.4735
H  1.2123  -4.3423  -0.2240
H  -1.2873  -5.9142  -0.3000
H  -0.7561  -4.6946  -1.4927
H  -2.7475  -3.3499  -1.1024
H  -3.1695  -4.2534  0.2895
H  -3.6983  -6.1318  -1.0281
H  -4.6223  -3.7046  -2.3234
H  -5.4952  -4.6933  -1.1205
H  -4.6632  -5.8005  -3.7971
H  -6.1803  -4.9527  -3.5912
H  -5.7386  -7.9844  -4.0709
H  -7.2988  -7.0801  -4.0181
H  -6.9872  -8.4051  -2.8756
C  -0.5176  -2.8214  3.6950
O  -1.5613  -3.0006  4.6115
C  -1.7384  -4.3451  4.9995
C  -2.6013  -4.3735  6.2325
N  -2.0280  -3.5358  7.2922
C  -2.8936  -3.4677  8.4496
C  -2.2488  -2.6864  9.5574
O  -2.1447  -1.3369  9.1261
C  -1.4000  -0.5558  10.0237
H  -0.2252  -1.7703  3.6353
H  -0.7922  -3.0662  2.6610
H  0.3922  -3.3659  3.9737
H  -0.7675  -4.8193  5.1864
H  -2.2480  -4.9237  4.2145
H  -2.6532  -5.4030  6.5985
H  -3.6215  -4.0464  5.9783
H  -1.9576  -2.6091  6.8824
H  -3.1134  -4.4757  8.8165
H  -3.8868  -3.0092  8.2938
H  -1.2618  -3.0923  9.8041
H  -2.8942  -2.7340  10.4470
H  -0.3337  -0.7988  9.9634
H  -1.7533  -0.6806  11.0557
H  -1.5456  0.4955  9.7758
C  1.6410  -5.1111  -12.8844
O  2.0977  -5.1196  -11.5574
C  1.1156  -4.6263  -10.6467
C  1.8033  -4.4590  -9.3163
N  0.8640  -4.0850  -8.2565
C  0.4286  -2.7136  -8.2966
C  -0.6157  -2.4464  -7.2427
O  0.0251  -2.4772  -5.9755
C  -0.8190  -2.0650  -4.9316
H  2.4304  -5.5364  -13.5019
H  1.4204  -4.0928  -13.2249
H  0.7456  -5.7355  -13.0061
H  0.3151  -5.3708  -10.5842
H  0.7175  -3.6748  -11.0175
H  2.6273  -3.7347  -9.3810
H  2.2330  -5.4182  -9.0238
H  1.2244  -4.3449  -7.3512
H  -0.0376  -2.4855  -9.2583
H  1.2635  -2.0073  -8.1545
H  -1.3757  -3.2353  -7.2804
H  -1.0376  -1.4424  -7.3835
H  -0.2213  -2.0219  -4.0238
H  -1.6287  -2.7917  -4.7721
H  -1.2609  -1.0794  -5.1268
C  2.6885  -0.3566  3.9113
O  3.7534  -1.2816  3.9572
C  4.3645  -1.3358  5.2206
C  5.3449  -2.4916  5.1902
N  6.3784  -2.3999  6.2263
C  5.8220  -2.5060  7.5795
C  6.8724  -2.1103  8.5933
O  6.3172  -2.2085  9.8845
C  7.1979  -1.7703  10.8794
H  1.9658  -0.5376  4.7196
H  2.1791  -0.4711  2.9573
H  3.0821  0.6622  4.0247
H  3.6001  -1.4669  6.0031
H  4.8662  -0.3878  5.4740
H  5.8450  -2.4340  4.2217
H  4.7775  -3.4334  5.2186
H  6.9563  -3.2274  6.1212
H  5.4766  -3.5280  7.7982
H  4.9572  -1.8565  7.7203
H  7.2102  -1.0881  8.3774
H  7.7471  -2.7755  8.5098
H  6.8058  -2.0542  11.8529
H  7.3457  -0.6815  10.8607
H  8.1926  -2.2241  10.7532
C  -3.3277  6.9367  -3.7813
O  -2.6290  8.0950  -3.4058
C  -1.3533  7.8250  -2.8450
C  -0.2784  7.7255  -3.9106
N  1.0467  7.8200  -3.3354
C  1.5125  6.5839  -2.7390
C  2.9399  6.6349  -2.2939
O  3.7811  6.5455  -3.4247
C  5.1357  6.6384  -3.1129
H  -3.5625  6.2880  -2.9241
H  -2.7669  6.3150  -4.4886
H  -4.2662  7.2621  -4.2245
H  -1.4317  6.9289  -2.2121
H  -1.0907  8.6359  -2.1616
H  -0.4051  8.5579  -4.6059
H  -0.4151  6.8160  -4.5205
H  1.7355  8.2162  -3.9576
H  1.3986  5.7170  -3.4049
H  0.9520  6.4506  -1.8055
H  3.1169  5.7973  -1.5997
H  3.1723  7.5428  -1.7183
H  5.7295  6.7341  -4.0202
H  5.5223  5.7274  -2.6199
H  5.3731  7.4643  -2.4294
C  -4.5362  -0.8726  0.1407
C  -3.3767  -1.0099  1.1109
C  -3.1719  0.2866  1.8812
O  -2.0103  0.1702  2.6805
C  -1.8774  1.2381  3.5847
N  -3.5581  -2.1709  1.9889
H  -4.6502  -1.8150  -0.4040
H  -4.3941  -0.0786  -0.5913
H  -5.4850  -0.7671  0.6746
H  -2.4551  -1.2113  0.5573
H  -4.0412  0.5392  2.5040
H  -3.0272  1.1025  1.1522
H  -2.5919  1.1347  4.4079
H  -1.9788  2.2058  3.0822
H  -0.8687  1.1944  4.0017
H  -2.6555  -2.2896  2.4339
H  -4.2504  -1.9763  2.7042
C  -0.3576  -0.6730  -1.3874
C  0.6817  -0.2269  -0.3653
C  0.5688  1.2227  0.0389
O  0.5713  2.1193  -1.0557
C  0.7541  3.4447  -0.6095
N  0.5628  -1.0467  0.8647
H  -0.4381  -1.7536  -1.4914
H  -0.1613  -0.2638  -2.3871
H  -1.3176  -0.1880  -1.1610
H  1.6608  -0.4772  -0.7832
H  1.4454  1.4453  0.6659
H  -0.3551  1.3397  0.6270
H  0.3919  4.0794  -1.4207
H  1.8285  3.6661  -0.5181
H  0.2821  3.6798  0.3460
H  -0.0577  -1.8280  0.6829
H  0.1517  -0.5002  1.6149
C  0.4831  6.1243  5.5320
C  -0.7944  5.7140  4.8138
C  -0.5024  4.7565  3.6682
O  0.4074  5.2905  2.7357
C  -0.2112  6.0807  1.7619
N  -1.7794  5.0690  5.6908
H  1.1182  6.6825  4.8360
H  1.0608  5.2505  5.8334
H  0.2501  6.8044  6.3495
H  -1.3058  6.5862  4.3965
H  -1.4358  4.4521  3.1815
H  -0.0654  3.8511  4.1071
H  -0.8089  6.9043  2.1836
H  -0.8970  5.5713  1.0708
H  0.5421  6.5832  1.1545
H  -1.4866  4.1333  5.9573
H  -1.8771  5.5679  6.5670
C  -0.8610  4.1820  -6.0366
C  -0.1203  3.5054  -4.8826
C  -0.7935  2.2301  -4.4313
O  -2.1532  2.4540  -4.1853
C  -2.8433  1.2587  -3.9036
N  1.2832  3.1886  -5.2398
H  -0.9279  3.4745  -6.8736
H  -0.2908  5.0269  -6.4267
H  -1.8684  4.4678  -5.7443
H  -0.1101  4.2182  -4.0502
H  -0.2512  1.8331  -3.5611
H  -0.6639  1.4793  -5.2364
H  -3.8229  1.5414  -3.5158
H  -2.3064  0.6610  -3.1617
H  -3.0163  0.6764  -4.8171
H  1.2476  2.7397  -6.1558
H  1.7144  4.0870  -5.4541

Results
SMILES: COC[C@H](C)N.COC[C@H](C)N.COC[C@H](C)N.COC[C@H](C)N.COCCNCCOC.COCCNCCOC.COCCNCCOC.COCCNCCOC.COCCNCCOC.CCO
Relative energy (zero: lowest compared OMol25 entry of this formula, charge and spin) in kcal per mole: 0.00
Spin multiplicity: 1
Total charge: 0
Kohn-Sham gap in eV: 9.1
E_LUMO in eV: 0.443



Taking the records one at a time from the top gives molar mass values of 93.15; 578.76; 201.95; 567.59; 80.09; 1068.58 g mol⁻¹.